# C12H12F4O12

4 unconnected molecules or ions with the total composition C12H12F4O12 at a distorted geometry (the ωB97M-V functional and the def2-TZVPD basis, OMol25).

Geometry (Å):
O 2.84192 -2.20299 -2.26309
C 3.58780 -1.38245 -1.85416
O 3.24308 -0.11189 -1.56231
C 4.40609 0.64785 -1.26993
C 5.49476 -0.42046 -1.09354
F 5.79241 -0.61717 0.21487
O 4.91925 -1.57611 -1.62216
H 4.63046 1.36960 -2.05316
H 4.28415 1.20005 -0.33784
H 6.39081 -0.16197 -1.65586
O 1.23275 3.34604 -3.07816
C 0.18497 2.85425 -3.31505
O -0.98962 3.52173 -3.24064
C -2.03597 2.66556 -3.69609
C -1.41590 1.28050 -3.65459
F -1.78756 0.58254 -4.76034
O -0.02598 1.53925 -3.59722
H -2.91440 2.79688 -3.07024
H -2.29062 2.93553 -4.72179
H -1.65260 0.63413 -2.81013
O -1.87977 1.41700 2.37406
C -1.12957 0.95124 1.58679
O -0.34442 1.65773 0.73171
C 0.15394 0.75579 -0.23787
C 0.11812 -0.59322 0.49113
F 1.25291 -0.79688 1.21708
O -0.92479 -0.38283 1.41573
H -0.39088 0.60056 -1.16702
H 1.19110 1.00215 -0.45219
H -0.06354 -1.41089 -0.19864
O -2.20063 -4.42363 5.45876
C -2.62049 -3.43305 4.97980
O -2.32802 -2.98139 3.72702
C -2.81077 -1.64301 3.64015
C -3.96191 -1.67993 4.60896
F -5.04306 -2.30141 4.01232
O -3.47355 -2.56433 5.59102
H -2.04655 -0.94751 3.99548
H -3.05363 -1.36334 2.62211
H -4.34027 -0.76393 5.04503

Cartesian forces (eV/Å) of the 2 atoms listed first:
0.0 -0.1 0.1
0.0 0.0 0.1

Calculated values
Kohn-Sham gap (eV): 11.34
HOMO energy (eV): -11.2374
SMILES string: O=C1OC[C@@H](F)O1.O=C1OC[C@@H](F)O1.O=C1OC[C@@H](F)O1.O=C1OC[C@@H](F)O1
Charge: 0



# C12H12F6IrN2O2P

A molecular structure, C12H12F6IrN2O2P at a distorted geometry (the ωB97M-V functional and the def2-TZVPD basis, OMol25).

Geometry (Å):
Ir -0.03595 0.19560 -0.43025
C 2.67384 3.26943 0.67291
C 1.58249 2.28313 0.71021
O 1.17191 1.79165 -0.36101
C 0.97680 1.96083 2.02895
C 0.02046 1.08756 2.38122
C -0.46509 0.91498 3.78159
N -0.57465 0.20501 1.40907
N -1.32541 -0.69649 1.81081
C -1.72778 -1.59684 0.75924
O -1.36009 -1.32729 -0.42823
C -2.49855 -2.69765 1.13391
C -2.85460 -3.66251 0.14364
C -3.65076 -4.71268 0.49422
C -4.16457 -4.78874 1.80333
C -3.78035 -3.88436 2.80099
C -2.97772 -2.82693 2.47559
H 3.10285 3.34097 -0.32177
H 3.43650 2.99203 1.40689
H 2.28774 4.24846 0.98137
H 1.39387 2.53576 2.84602
H 0.00426 1.64759 4.43033
H -0.23024 -0.08961 4.13856
H -1.54898 1.03169 3.82788
H -2.50916 -3.53515 -0.87297
H -3.86807 -5.49860 -0.21488
H -4.86032 -5.58127 2.04993
H -4.11148 -4.03212 3.81878
H -2.74365 -2.06766 3.20711
F 1.30273 -0.94808 0.24013
P 3.04276 -2.36427 0.87584
F 3.67243 -0.95582 1.21751
F 2.21573 -2.24487 2.22360
F 3.44751 -2.13568 -0.61956
F 1.98739 -3.42577 0.39283
F 4.17263 -3.28508 1.34140

Cartesian forces (eV/Å) of the 2 atoms listed first:
-0.2 0.4 0.0
0.0 0.1 0.0

Calculated values
Kohn-Sham gap (eV): 6.06
HOMO energy (eV): -16.6493
Charge: +2



# C12H12FN

C12H12FN in the gas phase at a distorted geometry (the ωB97M-V functional and the def2-TZVPD basis, OMol25).

Geometry (Å):
C 0.45406 -3.37843 2.90533
C 0.28702 -3.15600 1.64953
N 0.66591 -2.01858 1.05155
C 1.76201 -1.48697 0.84946
F 3.02136 -2.00652 1.26891
C 1.85317 -0.22404 -0.03941
C 3.00232 0.34024 -0.37504
C 0.55382 0.34050 -0.27948
C -0.13451 0.02152 -1.47695
C -1.27456 0.74285 -1.91027
C -1.77865 1.76700 -1.16712
C -2.79498 2.68564 -1.67829
C -1.23419 1.89658 0.07633
C -0.04499 1.26680 0.51591
H -0.06316 -4.16361 3.48981
H 1.07054 -2.77181 3.55404
H -0.26236 -3.92362 0.94107
H 3.95836 -0.21130 -0.17191
H 2.96323 1.31788 -0.83408
H 0.20262 -0.74478 -2.06635
H -1.78186 0.63382 -2.89934
H -2.29621 3.56919 -1.68546
H -3.20411 2.41230 -2.70909
H -3.62772 2.79565 -1.00862
H -1.67442 2.69117 0.61893
H 0.37732 1.60452 1.38055

Cartesian forces (eV/Å) of the 2 atoms listed first:
-0.2 -1.5 3.8
-1.6 -2.8 -2.4

Calculated values
Kohn-Sham gap (eV): 9.45
HOMO energy (eV): -8.8811
SMILES string: C=C/N=C(\F)C(=C)c1ccc(C)cc1
Charge: 0



# C12H12N2

2 unconnected molecules or ions with the total composition C12H12N2 at a distorted geometry (the ωB97M-V functional and the def2-TZVPD basis, OMol25).

Geometry (Å):
C 4.72766 -0.50528 -0.10888
C -4.79425 0.30872 0.02833
C 4.43213 0.85175 -0.25000
C 3.68253 -1.39134 0.16184
C -4.34681 -1.00366 -0.13541
C -3.84369 1.32123 0.18768
C 3.13316 1.28270 -0.16781
C 2.40422 -0.91476 0.28926
C -3.00356 -1.27290 -0.13352
C -2.50722 1.01998 0.14892
C 0.87364 0.88715 0.26584
C -0.79324 -0.58262 -0.20059
N 2.10921 0.40661 0.09818
N -2.07209 -0.26624 -0.02031
H 5.74236 -0.86577 -0.20335
H -5.84969 0.53524 0.03879
H 5.21550 1.56900 -0.44297
H 3.87430 -2.44594 0.28889
H -5.04674 -1.81868 -0.25087
H -4.15290 2.34511 0.33622
H 2.87048 2.32296 -0.29889
H 1.57818 -1.55706 0.54165
H -2.63395 -2.28304 -0.24530
H -1.74509 1.77445 0.26293
H 0.60646 1.88257 -0.04409
H -0.46060 -1.60020 -0.14655

Cartesian forces (eV/Å) of the 2 atoms listed first:
-0.3 0.1 0.0
0.4 -0.1 0.0

Calculated values
Kohn-Sham gap (alpha / beta) (eV): 7.47 / 7.06
HOMO energy (alpha / beta) (eV): -16.2560 / -15.9982
Charge: +2



# C12H12N6O4

C12H12N6O4 in the gas phase at a distorted geometry (the ωB97M-V functional and the def2-TZVPD basis, OMol25).

Geometry (Å):
N -2.48908 3.71751 -3.76471
C -2.15630 2.99976 -2.90354
C -1.78323 2.12637 -1.83578
C -2.19137 0.77584 -1.69734
C -1.76149 -0.01656 -0.63306
N -2.31059 -1.32021 -0.48560
O -2.96066 -1.80927 -1.44589
O -2.17894 -1.95479 0.60158
C -0.84189 0.46496 0.47979
C -0.40687 1.84268 0.17365
N 0.66365 2.50623 0.73161
O 1.48369 2.23523 1.59046
O 0.72621 3.77905 0.01983
N -0.26260 3.86390 -0.95690
C -0.89874 2.65266 -0.85194
H -2.87611 0.34711 -2.43397
H -1.45883 0.53041 1.39337
C 1.26370 -0.03220 -1.44896
C 1.16673 -0.77090 -0.14926
N 0.25997 -0.45997 0.75929
C 0.11904 -1.19227 2.00250
C 1.38458 -1.88374 2.40311
C 2.02239 -2.60303 1.24863
N 2.04200 -1.74044 0.08578
H 2.11846 -0.42300 -2.01180
H 0.35868 -0.17004 -2.05325
H 1.43910 1.04019 -1.28676
H -0.19897 -0.48221 2.77215
H -0.68698 -1.92031 1.85920
H 2.06828 -1.14312 2.82122
H 1.14166 -2.59544 3.19536
H 3.05611 -2.86903 1.47798
H 1.47937 -3.53018 1.01920
H 2.66905 -1.96520 -0.67593

Cartesian forces (eV/Å) of the 2 atoms listed first:
0.7 -1.3 1.5
-0.9 0.7 -1.4

Calculated values
Kohn-Sham gap (eV): 7.16
HOMO energy (eV): -7.5903
Charge: 0



# C12H12O

C12H12O in the gas phase at a distorted geometry (the ωB97M-V functional and the def2-TZVPD basis, OMol25).

Geometry (Å):
C 2.52550 -1.41756 0.91143
C 2.07266 -0.61159 -0.33824
O 3.11814 0.19017 -0.60824
C 0.86175 0.34899 -0.18585
C 1.12523 1.71842 -0.10592
C 0.02930 2.62343 0.08192
C -1.24483 2.21423 0.19314
C -1.54045 0.84256 0.04216
C -2.89912 0.48926 0.01783
C -3.20213 -0.88996 -0.12930
C -2.19018 -1.87461 -0.26812
C -0.82799 -1.47162 -0.21720
C -0.47543 -0.09535 -0.10106
H 1.92890 -2.46660 1.17061
H 3.59186 -1.80306 0.58533
H 2.47642 -0.71273 1.81378
H 1.94373 -1.31903 -1.22081
H 2.83951 0.53190 -1.43854
H 2.15179 2.12916 -0.26802
H 0.25099 3.67598 0.23741
H -2.03680 2.95382 0.34573
H -3.67382 1.23231 0.17929
H -4.29033 -1.13652 -0.28945
H -2.42260 -2.95110 -0.24109
H -0.11210 -2.20050 -0.16677

Cartesian forces (eV/Å) of the 2 atoms listed first:
-0.2 -2.3 0.3
-2.3 -2.0 0.6

Calculated values
Kohn-Sham gap (eV): 8.63
HOMO energy (eV): -8.1714
SMILES string: C[C@H](O)c1cccc2ccccc12
Charge: 0



# C12H13BrN4O2S

C12H13BrN4O2S in the gas phase at a distorted geometry (the ωB97M-V functional and the def2-TZVPD basis, OMol25).

Geometry (Å):
N 0.26686 -1.49105 0.59099
C -0.34654 -2.80817 0.55823
C -1.87481 -2.67452 0.66429
C -2.34198 -1.67815 -0.32193
N -2.66230 -1.84962 -1.55960
N -2.93426 -0.63644 -2.08506
C -2.76659 0.21699 -1.12731
S -2.93341 1.93915 -1.20720
C -2.34111 2.35023 0.47059
C -0.94746 1.81845 0.80833
O -0.68550 1.46060 1.93268
N -0.08975 1.84143 -0.23886
C 1.23565 1.40112 -0.27095
C 1.80681 1.13820 -1.51431
C 3.11446 0.70566 -1.60641
C 3.85528 0.54079 -0.44770
Br 5.65799 -0.06417 -0.56626
C 3.30563 0.80809 0.79453
C 1.99620 1.24103 0.88401
O -2.39835 -0.36884 0.03053
H 1.27650 -1.57137 0.55302
H 0.02682 -1.00056 1.44797
H -0.09489 -3.26299 -0.40389
H -0.00300 -3.48096 1.36121
H -2.34555 -3.63478 0.46148
H -2.14554 -2.32754 1.66307
H -2.33157 3.44080 0.50936
H -3.05032 1.97656 1.20936
H -0.48432 2.07831 -1.14300
H 1.22201 1.26501 -2.41355
H 3.55455 0.49626 -2.56887
H 3.89725 0.68204 1.68817
H 1.56123 1.44841 1.84706

Cartesian forces (eV/Å) of the 2 atoms listed first:
0.1 0.0 0.1
0.0 -0.2 0.1

Calculated values
Kohn-Sham gap (eV): 9.11
HOMO energy (eV): -8.6889
SMILES string: NCCc1nnc(SCC(=O)Nc2ccc(Br)cc2)o1
Charge: 0



In the order shown, the computed ΔE to the lowest compared entry with this formula, charge and spin values come out to 0.373, 0.455, 0.588, 4.844, 2.778, 1.482, 0.000 eV.
In the order shown, the computed energy values come out to -48079.0998, -48130.8795, -16843.3675, -15596.4145, -29761.2147, -14684.9155, -103588.1531 eV.